A molecular structure, C25H48InN9O3PSSeSi3. Source: OMol25; level of theory: ωB97M-V/def2-TZVPD.

Geometry as XYZ:
```
92
Properties=species:S:1:pos:R:3:forces:R:3
In 0.289931 -0.001220 0.495436 -0.120 -0.149 -0.228
N 1.820348 0.244550 2.327049 -2.484 -0.527 0.969
N 2.461476 1.427069 2.390596 2.635 3.405 -0.881
C 2.887665 2.095324 1.223657 -0.655 -1.512 0.160
N 3.922478 2.922234 1.342993 -0.811 -1.568 2.439
S 2.181834 1.794798 -0.326548 0.613 -0.002 0.958
H 1.114506 0.209816 3.092739 0.804 -0.117 -0.652
H 2.428378 -0.549047 2.384244 0.529 -0.465 0.005
H 3.005343 1.674622 3.239112 -0.571 -0.525 -0.659
H 4.481018 2.914786 2.217436 -0.422 0.447 -1.175
H 4.076090 3.529956 0.595875 0.777 1.126 -1.080
C -3.053789 -0.941594 -0.062044 -0.887 0.946 1.509
O -1.698903 -1.248571 0.067487 0.952 -0.586 0.255
Si -0.943136 -2.553517 -0.693292 2.093 -0.088 0.792
C -1.554290 -2.551415 -2.414413 -0.952 0.570 -0.270
C -1.234670 -4.196861 0.158118 0.444 -0.765 -0.322
C 0.902374 -1.904000 -0.448993 -1.475 0.126 -0.160
Si 1.950131 -2.796433 0.843111 0.113 0.439 -0.026
C 1.259422 -2.875860 2.597215 1.183 0.227 0.764
C 3.526379 -1.792962 1.021254 0.792 -0.237 0.260
C 2.265891 -4.582428 0.491385 1.391 -0.219 0.758
Si 1.758354 -1.899652 -2.156480 0.598 -0.205 0.897
C 0.984889 -0.590056 -3.275960 0.745 -0.429 -1.005
C 1.515014 -3.624826 -2.765852 -0.235 0.312 -1.250
C 3.641013 -1.681748 -2.175194 -1.702 1.881 -0.637
H -3.304255 -0.255393 0.801028 0.107 -0.317 -1.172
H -3.700109 -1.800279 0.097917 -0.006 -0.321 -0.302
H -3.180794 -0.483749 -1.029703 -0.581 0.273 -0.120
H -2.430032 -3.215767 -2.522180 0.138 0.584 -0.101
H -0.816598 -2.895136 -3.087518 0.757 -0.740 -0.686
H -1.721770 -1.509350 -2.753391 -0.504 -0.476 0.362
H -2.290453 -4.384353 0.278695 -0.563 0.064 0.259
H -0.730587 -4.369639 1.122357 -0.333 0.380 -0.276
H -0.916391 -5.075143 -0.458144 -0.019 0.825 0.104
H 1.193951 -1.905546 3.164556 -0.033 -1.174 -0.387
H 2.088619 -3.505160 3.066762 -1.065 0.824 -0.199
H 0.338587 -3.431890 2.723289 -0.135 -0.032 0.075
H 3.642937 -0.891675 0.426603 -0.413 0.424 0.243
H 4.364312 -2.367388 0.645764 0.221 -0.503 0.013
H 3.793573 -1.638684 2.083071 0.040 0.116 -0.309
H 2.972582 -5.081561 1.239919 -0.967 0.797 -0.939
H 2.619741 -4.810366 -0.507496 -0.037 -0.112 -0.073
H 1.283697 -4.976128 0.641803 -0.565 -0.891 -0.076
H 1.707731 0.037867 -3.816357 0.331 -0.382 0.194
H 0.392667 0.082169 -2.723115 -0.938 0.815 0.870
H 0.341262 -1.075328 -4.014804 0.189 -0.119 0.100
H 0.699357 -4.198914 -2.384159 -0.490 -0.350 0.501
H 2.429971 -4.120101 -2.512725 0.522 -0.560 -0.164
H 1.371365 -3.631194 -3.858976 0.361 -0.134 0.195
H 3.858506 -0.672310 -1.822577 0.302 -0.015 0.253
H 3.967197 -1.671012 -3.200933 0.006 -0.108 -0.710
H 4.228939 -2.396380 -1.698163 0.813 -1.202 1.100
Se -1.663054 4.330362 6.751915 0.052 0.444 0.094
N -1.828739 2.610306 6.465656 -0.422 -0.579 -0.536
C -1.659980 2.415867 5.170343 0.742 0.695 0.322
C -1.614324 1.146566 4.505204 -0.362 -2.141 0.251
C -1.991344 -0.045314 5.214590 0.551 1.573 0.454
C -1.987461 -1.245381 4.565235 -0.300 -0.088 -0.774
C -1.584988 -1.286591 3.202188 0.704 1.139 0.590
N -1.067281 -0.210111 2.580563 -0.941 -0.204 0.356
C -1.179407 0.999760 3.173775 0.039 0.018 0.299
C -0.868485 2.186009 2.344150 -0.748 -0.767 1.100
N -0.629078 2.059183 1.026682 0.169 -0.500 1.033
C -0.458236 3.182423 0.339918 -0.278 -1.681 -1.591
C -0.502690 4.407008 0.894224 0.170 2.085 -0.206
C -0.699372 4.544020 2.240231 0.235 -0.149 0.270
C -0.956157 3.408871 2.993148 -0.052 1.245 0.274
C -1.308620 3.568326 4.417556 0.171 -0.464 -0.575
N -1.275370 4.706384 5.060527 0.051 0.075 -0.019
H -2.241270 0.065384 6.301746 0.107 -0.230 -1.227
H -2.349147 -2.096798 5.126846 0.137 -0.316 -0.452
H -1.603405 -2.160444 2.586638 0.004 -0.604 0.050
H -0.313551 3.048091 -0.725289 0.114 0.080 0.074
H -0.355452 5.276318 0.253945 0.053 -0.166 0.225
H -0.598282 5.481123 2.743155 -0.296 0.573 0.140
N -0.135261 1.498309 -5.436156 -0.396 -1.016 1.324
C -1.347208 0.886813 -4.664716 0.219 0.667 -0.951
P -1.682688 1.971083 -3.192782 0.999 1.496 -0.833
O -0.708506 3.129612 -3.515261 -0.752 -0.909 0.468
O -1.723136 1.312445 -1.870096 0.211 -0.365 -0.001
C -3.321982 2.870302 -3.416300 -0.712 -0.619 0.302
N -2.990838 4.233786 -2.980831 0.530 1.654 1.624
H -0.307954 1.519785 -6.455811 0.445 -0.160 0.662
H 0.664858 0.901500 -5.135995 -0.259 0.612 -0.820
H -0.000906 2.464136 -5.013390 -0.212 -0.588 -0.161
H -1.306852 -0.196851 -4.578144 0.625 0.243 0.453
H -2.128460 0.983598 -5.368806 -1.323 0.471 -0.624
H -4.065495 2.469841 -2.667601 0.502 0.231 -1.329
H -3.691867 3.044838 -4.438086 -0.076 -0.963 0.324
H -2.016920 4.470802 -3.346056 -0.529 -0.481 0.822
H -3.073336 4.300194 -1.933840 0.791 -0.009 -1.113
H -3.619487 4.967918 -3.289557 -0.458 -0.048 -0.472
```
Positions in Å, forces in eV/Å.

Energy above the lowest of the compared OMol25 structures with the same formula, charge and spin   157.16 kJ/mol
Spin multiplicity   1
Gap between HOMO and LUMO   7.9 eV
Highest occupied orbital energy   -15.620 eV
Total charge   +3
Energy   -5898.8694 a.u.

Atomic partial charges in e from the Löwdin method, atoms 1 to 4: 0.7616 -0.0206 -0.0454 -0.7023

***

A gas-phase ion, C3H10NS (charge +1). Source: OMol25; level of theory: ωB97M-V/def2-TZVPD.

Geometry as XYZ:
```
15
Properties=species:S:1:pos:R:3:forces:R:3
C -0.498592 -0.068374 1.622544 0.666 0.639 1.724
N -1.349268 1.022367 2.001623 1.449 0.985 -0.344
H -1.116721 -0.948478 1.612819 0.038 -0.531 -0.877
H 0.358946 -0.255975 2.263654 0.393 0.215 -0.377
H -1.649335 0.816268 2.968660 -0.325 -0.075 -0.654
H -0.834784 1.932694 2.072872 -0.449 -1.164 -0.093
C -0.688718 -1.505296 -1.136750 3.987 0.276 3.079
S 0.402645 0.213969 -0.220043 -2.778 -2.217 -2.258
C 1.720025 0.253546 -2.027612 -2.195 -1.675 0.905
H -0.843245 -2.217457 -0.264198 0.516 0.857 -1.566
H -1.509258 -1.034756 -1.462541 -3.186 1.577 -1.051
H 0.000781 -1.719379 -1.952837 -0.261 -0.600 0.515
H 2.526985 0.684732 -1.578625 2.334 1.003 0.865
H 1.107015 0.900646 -2.631677 -0.309 0.007 -0.002
H 1.765874 -0.817627 -2.267882 0.119 0.703 0.132
```
Positions in Å, forces in eV/Å.

Energy above the lowest of the compared OMol25 structures with the same formula, charge and spin   491.46 kJ/mol
Spin multiplicity   1
Gap between HOMO and LUMO   7.3 eV
Highest occupied orbital energy   -13.983 eV
Total charge   +1
Energy   -572.8120 a.u.

Atomic partial charges in e from the Löwdin method, atoms 1 to 4: -0.3687 -0.0228 0.0734 0.0737

***

3 unconnected molecules or ions with the total composition C39H74ClFN6O9. Source: OMol25; level of theory: ωB97M-V/def2-TZVPD.

Geometry as XYZ:
```
130
Properties=species:S:1:pos:R:3:forces:R:3
C 5.156986 -0.452513 1.606764 0.006 -0.761 -1.584
C 6.128270 0.438278 0.589870 1.088 4.575 2.462
O 6.520776 1.631479 1.061677 -1.967 -7.228 -3.677
O 6.475901 -0.132759 -0.721758 -0.269 2.410 3.475
C 7.346410 0.764332 -1.498729 0.877 1.071 -1.530
C 6.495245 2.016342 -2.209359 1.140 -0.103 -0.700
C 5.168801 1.512784 -3.031002 -0.432 -0.142 0.161
C 3.731933 1.929627 -2.338938 0.276 0.017 -0.366
C 2.581203 0.801358 -2.785600 1.571 0.560 0.237
C 2.645288 -0.420801 -1.695336 -0.517 0.481 0.924
C 1.147781 -1.078612 -1.344914 1.012 1.339 0.037
O 0.268702 -1.023782 -2.511820 1.661 -2.449 0.589
C 0.335464 -2.226030 -3.356024 -2.830 -0.483 -2.001
C -0.768014 -1.919817 -4.583365 -0.121 -0.136 -0.292
C -0.295562 -3.588220 -2.622358 -1.292 0.483 -0.557
C -1.876588 -3.255557 -2.191068 -2.604 -1.603 -1.302
N -2.953277 -3.922285 -2.747613 4.084 2.963 2.660
O 1.600215 -2.447770 -4.052242 -0.826 -0.771 2.537
C 2.491705 -3.408624 -3.409670 2.085 -0.680 -0.649
C 2.439702 -4.937826 -4.088837 -0.316 -0.159 0.413
N 3.638294 -5.783975 -3.633015 -0.747 1.604 0.608
C 3.650226 -5.955065 -2.122735 0.030 0.787 1.157
C 4.746450 -4.953592 -1.360205 0.261 -0.070 0.831
C 4.815383 -5.188106 0.266856 0.029 1.012 0.253
O 6.136049 -5.167986 -1.883876 -0.976 1.766 0.995
C 0.493264 -0.020547 -0.225585 0.550 0.189 -0.786
N 0.998032 -0.251118 1.181460 -0.438 0.964 -1.230
Cl 0.570537 -1.794053 1.818684 0.309 -0.033 -0.134
C -1.140467 0.129452 -0.358786 -2.604 4.669 -4.177
O -1.621034 1.009234 -1.281563 3.123 -5.810 5.603
N -2.180704 -0.574094 0.482568 -0.509 2.421 -1.016
C -3.532813 0.049205 0.138353 -2.615 5.935 2.406
O -3.956521 1.183249 0.736387 2.611 -8.681 -4.480
F -4.401225 -0.664218 -0.845065 3.298 2.107 3.243
H 5.805406 -0.979663 2.442352 -1.314 1.327 -1.803
H 4.286866 0.195237 2.085901 2.280 -1.061 -1.024
H 4.657961 -1.281890 0.926551 0.995 1.504 1.511
H 8.271931 1.165069 -0.862810 -2.318 -0.822 -1.181
H 7.806846 0.098818 -2.376363 -1.255 1.281 2.024
H 6.293089 2.887250 -1.452892 0.187 -1.886 -1.329
H 7.251062 2.459628 -3.019936 -1.501 -0.931 1.829
H 5.167066 1.955785 -4.123504 0.137 -0.998 2.178
H 5.181412 0.324564 -3.107675 0.082 2.516 0.110
H 3.902925 1.976233 -1.182268 -0.526 -0.219 -2.012
H 3.399763 3.026552 -2.665301 0.780 -2.414 0.563
H 1.552767 1.355110 -2.856495 1.807 -1.490 0.111
H 2.959713 0.399675 -3.843086 -1.332 0.858 2.230
H 2.999524 0.061629 -0.663542 -0.553 -1.074 -2.094
H 3.449137 -1.227191 -1.962458 -1.654 1.482 0.332
H 1.331884 -2.138776 -0.889392 -0.822 1.888 -0.795
H -1.662527 -1.256206 -4.214066 1.920 -1.220 -0.527
H -0.255166 -1.395804 -5.505666 -0.848 -0.994 2.055
H -1.258783 -2.933921 -4.974674 1.280 2.167 0.950
H -0.381512 -4.403970 -3.480451 0.369 1.657 2.090
H 0.330387 -3.945372 -1.700656 -1.356 0.542 -1.718
H -2.083824 -2.409912 -1.409079 0.701 -1.584 -1.419
H -3.849790 -3.544573 -2.323085 1.437 -0.316 -0.473
H 2.447434 -3.438895 -2.232222 -0.290 0.045 -2.415
H 3.601679 -3.037486 -3.655203 -2.359 -0.639 0.476
H 2.427324 -4.885698 -5.275694 0.081 0.114 2.628
H 1.483273 -5.528937 -3.738095 1.833 1.295 -0.770
H 4.502983 -5.277239 -3.947104 -0.946 -0.814 0.653
H 2.592016 -5.628581 -1.678014 2.187 -0.697 -0.957
H 3.781010 -7.087588 -1.780793 0.116 2.458 -0.874
H 4.516276 -3.811626 -1.532466 0.040 -2.309 0.071
H 3.989193 -5.898085 0.694793 1.732 1.123 -0.924
H 5.913233 -5.526172 0.525279 -2.399 0.330 -0.448
H 4.663453 -4.142647 0.821247 0.273 -2.190 -1.192
H 6.668809 -4.380684 -1.525244 -1.166 -1.788 -0.841
H 0.931210 1.042379 -0.551236 -1.325 -2.240 0.820
H 2.023282 -0.081838 1.280227 -1.191 -0.506 -0.340
H -2.038371 -0.312981 1.504142 -0.063 -0.580 -1.531
C -9.045061 4.481285 -2.929755 0.362 0.225 -0.129
C -9.639935 3.106765 -2.502778 -0.800 1.800 0.028
C -9.526391 2.900825 -0.963096 0.036 -0.489 0.038
C -8.155205 2.456130 -0.463602 0.090 0.111 -0.044
C -7.618009 1.289269 -1.284883 -0.268 -0.003 0.065
C -7.608749 1.600293 -2.802107 1.972 -0.199 -0.307
N -8.955733 2.035432 -3.298645 -2.778 -3.948 1.747
O -9.794304 0.904353 -3.312008 2.242 3.029 -0.440
C -6.535004 2.688859 -3.080850 -0.052 0.256 -0.084
C -7.068523 0.355553 -3.576701 -0.725 -0.049 0.035
C -11.168863 3.243420 -2.817188 0.257 -0.832 -0.182
H -8.485481 4.410430 -3.870185 -0.055 -0.115 0.260
H -9.820797 5.231833 -3.123478 0.004 -0.289 0.231
H -8.382724 4.904200 -2.167630 -0.001 -0.089 -0.131
H -10.251911 2.136208 -0.643629 0.065 0.127 -0.306
H -9.809466 3.822732 -0.439009 -0.074 -0.040 -0.339
H -7.454144 3.297456 -0.484260 0.013 -0.083 -0.043
H -8.232068 2.153686 0.587233 -0.002 0.088 -0.120
H -6.604537 1.044194 -0.939053 -0.111 0.084 -0.329
H -8.226625 0.396414 -1.079389 -0.017 0.161 -0.271
H -6.505814 2.953504 -4.146699 -0.093 -0.110 0.215
H -5.534210 2.325155 -2.811374 -0.347 -0.159 -0.028
H -6.671366 3.610301 -2.516787 -0.118 -0.063 -0.035
H -7.666611 -0.546496 -3.405065 -0.073 0.323 -0.041
H -6.046820 0.110174 -3.260893 -0.202 0.354 0.105
H -7.040623 0.546951 -4.656076 -0.091 0.023 0.188
H -11.345019 3.351948 -3.893724 0.106 -0.061 0.154
H -11.590517 4.127094 -2.322870 0.439 -0.075 -0.015
H -11.751028 2.388585 -2.456787 0.266 0.011 -0.193
C 0.905138 0.244773 5.575769 -0.335 0.240 -0.147
C 2.344242 0.226293 6.170855 -1.325 -1.456 -0.220
C 2.308737 0.304164 7.726040 0.433 0.215 0.102
C 2.093469 1.699194 8.304786 -0.138 0.047 -0.041
C 3.023739 2.717958 7.655658 0.127 -0.310 0.049
C 2.911309 2.708152 6.110972 -0.587 1.937 -0.254
N 3.124990 1.338847 5.536860 4.483 -1.062 2.186
O 4.493583 1.030959 5.658848 -3.586 0.837 -0.820
C 1.518296 3.268378 5.709398 -0.206 -0.175 -0.118
C 3.905525 3.757792 5.518513 0.345 -0.664 0.026
C 2.881826 -1.201479 5.813620 0.672 0.594 -0.027
H 0.847565 0.850310 4.663318 0.090 -0.015 0.247
H 0.565057 -0.751985 5.270097 0.231 0.098 0.257
H 0.164426 0.624609 6.286722 0.096 0.042 -0.121
H 3.261368 -0.071910 8.131182 -0.111 0.032 -0.316
H 1.530155 -0.362963 8.117784 0.110 -0.020 -0.332
H 1.047336 2.000903 8.185119 0.069 0.037 -0.036
H 2.278949 1.676816 9.384940 -0.062 -0.040 -0.136
H 2.791598 3.716981 8.049165 0.023 -0.099 -0.345
H 4.057637 2.508314 7.967003 -0.120 -0.048 -0.287
H 1.388251 3.263571 4.618532 0.108 -0.048 0.229
H 1.407444 4.309078 6.042778 0.292 -0.256 -0.032
H 0.675559 2.732464 6.143458 0.104 -0.080 -0.034
H 4.947299 3.563854 5.797718 -0.265 -0.187 -0.094
H 3.673714 4.766570 5.882458 -0.240 -0.341 0.041
H 3.843864 3.782307 4.423955 0.004 -0.101 0.184
H 2.978345 -1.329904 4.729217 -0.020 0.095 0.130
H 2.197942 -1.977510 6.178451 -0.105 0.431 -0.011
H 3.852825 -1.413271 6.273896 -0.094 0.248 -0.187
```
Positions in Å, forces in eV/Å.

Spin multiplicity   3
Gap between HOMO and LUMO (alpha / beta)   8.4 / 8.6 eV
Highest occupied orbital energy (alpha / beta)   -8.853 / -9.176 eV
Expectation value of S²   2.010
Energy   -3095.4804 a.u.

Atomic partial charges in e from the Löwdin method, atoms 1 to 4: -0.0176 -0.2867 -0.0387 -0.1188

***

> Which of these has the lowest energy?

C25H48InN9O3PSSeSi3